No. 1
{"formula": "C10H40O10", "method": "ωB97M-V with the def2-TZVPD basis set", "species": ["C", "O", "H", "H", "H", "H", "C", "O", "H", "H", "H", "H", "C", "O", "H", "H", "H", "H", "C", "O", "H", "H", "H", "H", "C", "O", "H", "H", "H", "H", "C", "O", "H", "H", "H", "H", "C", "O", "H", "H", "H", "H", "C", "O", "H", "H", "H", "H", "C", "O", "H", "H", "H", "H", "C", "O", "H", "H", "H", "H"], "xyz": [[1.801, -3.615, 2.299], [3.258, -3.822, 2.127], [1.726, -3.024, 3.212], [1.492, -3.112, 1.382], [1.427, -4.623, 2.480], [3.537, -4.458, 2.789], [0.997, 5.017, -0.657], [0.099, 5.555, 0.202], [1.928, 5.582, -0.625], [1.280, 3.976, -0.499], [0.544, 5.156, -1.638], [0.610, 6.083, 0.820], [0.789, 0.929, 0.061], [0.001, -0.209, 0.087], [1.012, 1.391, 1.023], [1.740, 0.773, -0.448], [0.214, 1.677, -0.485], [0.544, -0.884, -0.327], [3.621, 3.333, 2.043], [3.657, 3.935, 3.309], [4.637, 3.102, 1.723], [2.950, 2.474, 2.035], [3.111, 4.004, 1.351], [4.522, 4.340, 3.402], [-1.095, -0.554, 3.774], [-0.982, -2.012, 3.893], [-0.621, -0.051, 4.616], [-0.609, -0.276, 2.839], [-2.150, -0.290, 3.694], [-1.370, -2.526, 3.181], [-1.643, -3.843, -2.610], [-1.560, -2.592, -1.989], [-2.648, -4.200, -2.387], [-1.530, -3.807, -3.693], [-0.926, -4.498, -2.113], [-1.300, -2.676, -1.069], [-2.637, 3.254, -0.887], [-2.261, 4.631, -1.000], [-3.404, 3.008, -0.152], [-3.082, 2.913, -1.822], [-1.771, 2.637, -0.646], [-1.487, 4.884, -0.491], [-2.927, -3.150, 1.323], [-1.573, -2.985, 1.019], [-3.008, -3.863, 2.143], [-3.402, -2.243, 1.698], [-3.453, -3.609, 0.487], [-1.518, -2.065, 0.749], [-1.809, 0.158, -3.797], [-0.854, 0.892, -3.124], [-2.210, 0.813, -4.570], [-1.378, -0.696, -4.320], [-2.618, -0.182, -3.150], [-0.869, 0.654, -2.194], [1.830, -1.698, -2.826], [1.628, -1.980, -1.454], [1.321, -2.534, -3.305], [1.327, -0.773, -3.109], [2.869, -1.621, -3.146], [2.222, -2.699, -1.228]], "atomic_forces_ev_per_a": [[2.7, -0.7, 0.7], [-0.7, 0.3, -0.4], [-0.8, 0.3, -0.3], [-0.4, -0.2, 0.4], [-0.9, 0.3, -0.4], [0.0, 0.0, 0.0], [1.8, -0.3, -2.4], [-1.6, 0.6, 2.1], [0.1, 0.0, -0.3], [-0.3, -0.2, 0.2], [0.5, -0.4, -0.5], [-0.7, 0.1, 0.5], [0.3, 1.5, -0.3], [-0.5, -0.8, 0.3], [-0.1, -0.4, 0.4], [0.0, 0.0, -0.1], [0.2, 0.5, -0.3], [0.2, -0.8, -0.2], [-0.4, 0.3, -0.3], [0.0, 0.0, 0.6], [-0.3, -0.3, -0.4], [0.4, -0.4, 0.4], [0.4, 0.3, -0.5], [-0.1, 0.1, 0.2], [-0.3, -1.9, -1.1], [0.5, 1.1, 1.3], [-0.1, -0.4, 0.0], [0.2, 0.4, 0.0], [-0.1, 0.3, 0.2], [0.0, 0.6, -0.4], [-0.7, -0.7, 1.1], [0.3, 1.9, -0.5], [-0.1, -0.6, -0.3], [0.3, 0.3, 0.2], [0.1, -0.4, -0.5], [0.0, -0.5, 0.0], [1.5, 0.8, -0.8], [-2.2, -2.0, -0.8], [-0.3, 0.6, 0.6], [-0.1, 0.4, -0.4], [0.2, 0.0, 0.3], [1.3, 0.3, 1.2], [-1.1, -1.2, 0.7], [0.7, 0.7, -0.3], [0.1, -0.1, 0.1], [-0.1, 0.2, -0.3], [-0.3, 0.4, -0.1], [0.6, 0.3, 0.1], [-1.2, 0.1, -0.6], [0.6, 0.7, 0.5], [-0.1, 0.0, -0.2], [0.3, -0.3, 0.1], [0.2, -0.2, 0.0], [0.3, -0.4, 0.5], [-0.8, -0.6, -0.6], [0.4, 0.7, 0.8], [0.2, 0.2, -0.9], [-0.1, 0.0, 0.3], [0.1, -0.1, 0.3], [0.0, -0.1, 0.3]], "charge": 1, "multiplicity": 2, "homo_lumo_gap_ev": [9.32, 2.00]}



No. 2
{"formula": "C10H42O16", "method": "ωB97M-V with the def2-TZVPD basis set", "species": ["O", "H", "H", "O", "H", "H", "O", "H", "H", "O", "H", "H", "O", "H", "H", "O", "H", "H", "C", "C", "O", "O", "H", "H", "H", "H", "H", "H", "C", "C", "O", "O", "H", "H", "H", "H", "H", "H", "C", "C", "O", "O", "H", "H", "H", "H", "H", "H", "C", "C", "O", "O", "H", "H", "H", "H", "H", "H", "C", "C", "O", "O", "H", "H", "H", "H", "H", "H"], "xyz": [[-12.430, 12.416, 2.081], [-13.176, 11.921, 2.419], [-12.760, 13.288, 1.823], [-10.335, 12.184, 4.008], [-10.999, 12.378, 3.301], [-10.155, 13.090, 4.333], [-11.312, 14.988, 4.925], [-11.854, 15.081, 5.717], [-10.613, 15.681, 5.004], [-13.703, 10.124, 8.751], [-13.103, 10.448, 9.432], [-14.246, 10.894, 8.521], [-16.307, 8.739, 3.526], [-17.215, 9.048, 3.367], [-16.339, 7.885, 3.951], [-13.206, 7.976, 6.647], [-13.479, 8.417, 7.477], [-12.642, 8.678, 6.251], [-11.122, 7.742, 3.275], [-12.614, 7.555, 3.481], [-13.112, 6.416, 2.807], [-10.530, 6.439, 3.555], [-10.815, 8.507, 3.976], [-10.790, 8.001, 2.293], [-13.165, 8.377, 3.019], [-13.037, 7.515, 4.504], [-12.386, 5.762, 2.895], [-10.909, 5.948, 4.294], [-16.117, 13.216, 9.585], [-16.956, 13.107, 8.318], [-16.618, 14.092, 7.339], [-14.703, 13.047, 9.326], [-16.424, 12.459, 10.310], [-16.307, 14.186, 10.033], [-18.026, 13.242, 8.520], [-16.746, 12.119, 7.817], [-16.322, 14.942, 7.829], [-14.588, 13.342, 8.443], [-14.163, 16.313, 7.502], [-13.846, 15.319, 6.439], [-12.872, 14.492, 6.999], [-15.186, 15.999, 8.538], [-14.688, 17.180, 7.186], [-13.249, 16.587, 8.023], [-13.507, 15.799, 5.550], [-14.799, 14.741, 6.205], [-12.886, 13.576, 6.695], [-14.695, 15.446, 9.153], [-16.104, 5.263, 3.948], [-16.868, 5.524, 5.242], [-16.239, 6.461, 6.025], [-15.776, 6.403, 3.186], [-16.709, 4.691, 3.240], [-15.146, 4.780, 4.213], [-17.036, 4.596, 5.874], [-17.893, 5.933, 5.081], [-15.332, 6.198, 6.256], [-14.814, 6.414, 3.138], [-14.353, 11.123, 4.866], [-12.989, 11.580, 5.408], [-12.040, 10.515, 5.339], [-14.415, 10.979, 3.422], [-15.106, 11.910, 5.104], [-14.596, 10.206, 5.465], [-13.125, 11.860, 6.434], [-12.619, 12.384, 4.835], [-11.198, 10.871, 4.965], [-14.967, 10.212, 3.181]], "atomic_forces_ev_per_a": [[0.8, 0.8, -0.4], [-0.8, -0.5, 0.4], [0.1, -0.4, 0.1], [-0.1, 1.0, -0.4], [0.3, -0.4, 0.2], [-0.1, -0.7, 0.1], [1.4, 1.0, -0.5], [0.5, -0.3, 0.3], [-0.9, -0.9, -0.1], [-0.1, 0.2, -0.1], [-0.1, 0.0, -0.1], [0.1, -0.2, 0.3], [-0.6, 2.4, -0.3], [0.5, -0.3, 0.2], [0.1, -0.7, 0.0], [0.3, 0.9, 0.4], [0.1, -0.3, -0.4], [-0.4, -0.4, 0.1], [-0.9, -1.8, 2.2], [-1.5, 1.3, -0.6], [1.0, -1.3, -0.3], [0.7, 0.2, -0.6], [0.5, 0.1, 0.2], [-0.2, 0.0, -0.7], [0.2, 0.4, 0.0], [1.2, 0.1, -0.1], [-0.7, 0.2, -0.4], [-0.1, 0.8, 0.2], [-0.1, -0.3, -0.2], [0.3, -0.4, -0.9], [0.8, 1.2, 1.0], [-1.0, -0.4, 1.3], [0.1, 0.0, -0.1], [0.1, 0.3, 0.2], [0.1, -0.5, 0.4], [-0.5, 0.8, 0.6], [-0.6, -1.5, -0.9], [0.4, 0.6, -1.5], [-1.4, 1.2, 1.3], [-3.1, -1.2, 0.6], [0.9, -0.9, 0.8], [1.6, -0.8, -0.5], [0.4, 1.0, -1.3], [0.1, 0.2, 0.0], [0.2, 0.6, -0.7], [1.2, 0.6, 0.0], [-0.1, 0.2, -0.3], [-0.3, -0.3, 0.5], [0.0, -0.6, -0.5], [-1.3, -0.9, 0.2], [1.1, 1.3, 1.0], [-0.4, -0.3, 0.7], [0.1, -0.8, 0.6], [-0.5, -0.4, -0.1], [0.3, 0.4, -1.2], [0.6, -0.2, -0.3], [-0.3, 0.1, -0.2], [0.4, 0.2, -0.4], [-0.6, 0.2, 0.4], [-0.3, -1.9, -1.3], [0.1, 0.1, 0.0], [0.5, -0.3, 0.9], [0.4, -0.4, 0.2], [-0.1, 0.4, -1.1], [-0.2, 0.1, 0.9], [0.4, 1.2, -0.6], [-0.7, 0.1, 0.2], [0.0, 0.0, 0.5]], "homo_lumo_gap_ev": 10.04, "smiles": "OCCO.OCCO.OCCO.OCCO.OCCO.O.O.O.O.O.O"}



No. 3
{"formula": "C10H49Cl9O20", "method": "ωB97M-V with the def2-TZVPD basis set", "species": ["Cl", "Cl", "Cl", "Cl", "Cl", "Cl", "Cl", "Cl", "Cl", "C", "C", "C", "C", "C", "C", "C", "C", "C", "C", "H", "H", "H", "H", "H", "H", "H", "H", "H", "O", "H", "H", "O", "H", "H", "O", "H", "H", "O", "H", "H", "O", "H", "H", "O", "H", "H", "O", "H", "H", "O", "H", "H", "O", "H", "H", "O", "H", "H", "O", "H", "H", "O", "H", "H", "O", "H", "H", "O", "H", "H", "O", "H", "H", "O", "H", "H", "O", "H", "H", "O", "H", "H", "O", "H", "H", "O", "H", "H"], "xyz": [[-1.316, -2.139, -0.106], [-3.132, -0.180, -1.241], [0.799, 0.805, 3.004], [-0.982, 2.985, 2.490], [-2.152, 3.251, -0.417], [0.464, 3.804, -0.911], [2.889, -0.712, 1.329], [3.010, 2.119, 0.240], [3.210, -0.025, -1.698], [-0.659, 1.518, -1.925], [-1.448, -0.372, -0.575], [0.265, 2.019, 1.717], [-1.390, 0.453, 0.676], [-0.590, 2.388, -0.666], [1.296, -0.735, 0.520], [2.086, 1.213, -1.008], [-0.268, 0.126, -1.332], [-0.175, 1.338, 0.402], [0.854, 0.490, -0.316], [-0.032, 1.965, -2.691], [-1.715, 1.555, -2.262], [1.076, 2.731, 1.598], [-2.372, 0.975, 0.808], [-1.302, -0.223, 1.460], [0.598, -0.991, 1.251], [1.288, -1.536, -0.185], [1.754, 1.922, -1.738], [0.071, -0.568, -2.167], [-4.625, 0.322, 2.467], [-4.382, -0.617, 2.179], [-4.414, 0.413, 3.453], [-1.908, 0.871, -5.228], [-1.842, -0.049, -4.811], [-1.930, 0.760, -6.234], [-3.765, 5.578, 1.362], [-4.540, 5.912, 0.804], [-3.945, 4.612, 1.604], [-4.691, 3.087, 2.419], [-4.442, 2.106, 2.397], [-5.036, 3.304, 3.345], [0.265, -2.870, -3.275], [0.975, -3.220, -2.644], [0.728, -2.382, -4.031], [5.139, 0.885, 3.131], [4.318, 1.469, 3.034], [5.411, 0.883, 4.106], [2.132, -4.155, -1.142], [2.779, -4.910, -0.961], [1.494, -4.091, -0.359], [4.152, 2.320, -4.202], [3.330, 1.829, -4.529], [3.849, 3.105, -3.641], [-1.860, -1.639, -4.503], [-1.067, -2.068, -4.045], [-2.093, -2.195, -5.317], [5.815, -1.760, 2.148], [5.534, -0.789, 2.196], [6.588, -1.833, 1.499], [-0.640, 4.839, 5.360], [-1.486, 5.035, 4.840], [0.090, 5.447, 5.014], [-6.068, 0.699, -2.982], [-5.615, -0.196, -3.116], [-5.412, 1.425, -3.239], [-1.391, -5.601, -0.099], [-1.325, -5.793, -1.090], [-0.664, -4.940, 0.143], [1.163, -2.645, 3.662], [1.181, -2.958, 4.624], [2.118, -2.561, 3.339], [-1.599, -2.843, 3.020], [-0.620, -2.887, 2.768], [-1.676, -2.364, 3.908], [-4.650, -1.473, -3.981], [-3.675, -1.615, -4.213], [-5.189, -1.535, -4.835], [2.223, 0.791, -5.033], [2.001, 1.117, -5.965], [1.987, -0.192, -4.979], [3.728, -3.074, 3.518], [4.351, -3.543, 4.163], [4.277, -2.739, 2.737], [0.984, -4.209, 1.234], [1.164, -3.750, 2.117], [1.372, -5.142, 1.277], [2.833, 3.593, 3.511], [3.796, 3.613, 3.822], [2.651, 4.444, 2.994]], "atomic_forces_ev_per_a": [[-0.2, 0.4, -0.8], [0.8, -0.3, -0.5], [-0.4, 0.9, -0.5], [-0.5, 0.1, 0.1], [-0.4, -0.6, 0.1], [0.8, 0.1, 0.2], [-0.2, -0.6, -0.1], [0.2, 0.3, -0.6], [-0.8, 0.6, -0.5], [-1.0, 0.1, 0.5], [-1.5, -1.4, 0.8], [0.5, -0.1, 0.9], [-1.3, 1.2, -1.1], [-1.1, 0.8, -0.3], [0.9, 0.3, -1.5], [-0.2, -1.4, 1.6], [1.5, -0.9, -4.7], [0.1, 3.2, 3.4], [0.1, -0.6, 0.0], [0.1, -0.6, -0.2], [0.9, -0.3, -0.2], [0.1, -0.5, -0.1], [1.3, 0.0, 0.1], [0.6, -0.7, 1.8], [-0.9, -0.1, 1.1], [0.6, -0.8, -0.3], [0.4, 0.0, -0.5], [-0.4, 0.6, 1.1], [0.9, -1.5, 1.4], [-0.4, 1.9, 0.8], [-0.3, -0.8, -2.1], [0.2, -0.8, -1.4], [-0.2, 1.5, -1.2], [0.0, 0.0, 2.3], [-1.6, -0.6, -0.7], [1.6, -1.1, 1.3], [-0.1, 1.7, -0.5], [-0.2, -0.8, 1.8], [-0.6, 1.7, -0.1], [0.8, -0.7, -2.0], [1.9, 0.6, -0.9], [-1.0, 0.5, -1.0], [-0.3, -1.3, 1.8], [-0.8, 1.1, 1.6], [1.5, -1.3, 0.4], [-0.8, 0.1, -2.1], [0.2, -1.2, 0.6], [-1.6, 1.7, -0.3], [1.5, -0.1, -0.9], [-1.5, 1.3, 0.7], [1.6, 0.9, 1.0], [0.5, -1.8, -1.3], [0.6, -2.1, -1.1], [-1.7, 0.2, -0.4], [0.8, 1.0, 1.7], [1.1, 1.2, -1.2], [0.7, -1.5, -0.1], [-1.8, 0.4, 1.4], [-0.2, 1.4, -1.4], [2.1, -0.2, 0.9], [-1.9, -1.3, 0.5], [1.6, 0.2, -0.5], [-0.3, 2.0, 0.0], [-1.2, -1.9, 0.5], [1.4, 0.6, -1.4], [0.1, 0.7, 2.2], [-1.5, -1.3, -0.7], [0.7, -0.4, 0.8], [0.3, 0.6, -2.3], [-1.1, -0.2, 1.4], [1.0, 0.8, 1.1], [-2.0, 0.4, 1.1], [0.7, -1.0, -2.0], [0.3, -0.7, -2.2], [-1.9, 0.4, 0.6], [1.4, 0.1, 1.8], [-1.5, -1.5, -1.9], [0.3, -1.0, 1.9], [0.6, 2.3, -0.3], [2.2, -0.6, -0.1], [-1.2, 1.2, -1.6], [-0.3, -0.6, 1.5], [0.8, -1.4, 1.2], [-0.3, -0.9, -1.1], [-0.8, 2.0, 0.4], [1.4, 1.3, -0.4], [-2.1, 0.4, -0.8], [0.8, -1.7, 1.2]], "homo_lumo_gap_ev": 9.29}



no.,E_tot (eV)
1,-31478.528
2,-43808.787
3,-164815.605